The following is a quantum chemistry calculation of a structure of composition C21H49ClN4O3PtSSbSi3, from the Open Molecules 2025 dataset.

* spin multiplicity: 5
* energy relative to the best compared isomer or geometry (same formula, charge and spin): 0.00 kcal per mole
* net charge: +3
* lowest unoccupied orbital energy (spin up / spin down): -0.210 / -0.317 Eh
* calculated total energy: -91420.5733 eV
* HOMO-LUMO gap (spin up / spin down): 7.29 / 6.05 eV

The geometry in XYZ format:
```
84
Properties=species:S:1:pos:R:3:forces:R:3
H -5.441887 3.534726 1.853093 0.00 -0.01 -0.01
C -0.579758 1.255807 6.593400 0.01 0.00 0.01
C -4.225499 6.070827 0.263367 0.01 0.00 0.02
N 0.568757 1.450541 5.711977 0.00 0.01 -0.03
H -1.829880 -1.314649 -1.047338 0.00 0.00 0.00
Pt -1.633014 0.870835 1.424811 0.00 0.01 -0.03
C -2.746963 3.879416 -1.228295 0.02 0.02 0.00
C -2.865860 -1.584050 -1.259845 0.00 0.00 0.00
H 0.714739 5.119578 1.491489 -0.01 0.00 0.01
H 0.931864 -0.585199 5.559246 0.00 0.00 0.00
H -2.304952 -2.002241 -3.310565 0.00 0.00 0.00
H -3.114043 -2.492875 -0.715075 0.00 0.00 0.00
C 0.793387 0.288727 4.920473 0.00 0.02 0.01
H -2.560850 7.319957 1.900055 -0.02 -0.01 -0.04
H 10.853647 -9.162837 -8.343353 0.00 0.01 -0.02
H 11.461036 -10.502825 -9.327835 0.00 -0.01 0.01
H -1.543482 4.589747 5.815736 0.02 0.02 0.00
H 0.364990 3.491799 5.745255 0.01 0.01 0.01
Sb -1.479219 3.465211 2.095327 0.10 0.08 0.12
H 7.723173 -11.765859 -10.761308 0.00 0.00 0.00
H -2.012542 4.648614 -1.469798 -0.01 0.02 0.00
C -3.173014 -1.643102 -2.760550 0.00 0.00 0.00
H -2.732230 0.433227 -3.214816 0.00 0.00 0.00
C 7.698037 -9.617713 -8.265474 0.00 -0.01 0.01
H -0.235668 5.487171 4.997091 -0.01 0.01 0.00
H -4.542113 2.157116 1.192526 0.00 -0.03 0.00
H -3.447895 6.746106 -0.091117 0.01 0.01 0.01
C 10.762742 -10.233991 -8.535006 0.00 -0.01 -0.01
C 0.008983 4.463058 0.997853 -0.02 0.01 -0.04
H -2.481182 -0.430843 4.425421 0.00 0.00 0.00
H 1.646983 0.377067 4.256788 0.01 0.02 -0.02
C -3.591265 -0.239339 -3.188290 0.00 0.00 0.00
H -3.493442 3.889496 -2.032438 0.00 0.00 0.00
Si 9.031192 -10.636604 -8.996864 0.03 -0.04 -0.02
H -3.988750 -2.344055 -2.942199 0.00 0.00 0.00
C 8.750143 -13.452067 -8.030419 0.07 0.00 -0.01
H -0.863374 7.019411 2.295453 0.00 0.00 0.01
H -4.660389 6.460388 1.181317 0.01 0.00 0.00
C -1.605241 -0.235226 5.037994 -0.01 0.01 0.01
N 0.505653 3.062795 3.734211 -0.04 0.03 -0.04
C 8.735888 -11.376432 -10.649982 0.00 0.02 -0.01
H -2.277256 2.899039 -1.214553 0.00 0.04 -0.01
Si -3.651215 4.311642 0.336405 -0.01 -0.01 -0.05
Cl 1.758767 2.520141 2.694754 0.02 -0.04 0.03
S -3.811824 -0.202414 -0.542381 -0.01 -0.01 0.00
C -4.949200 3.140377 0.963797 0.00 0.01 -0.02
H 7.864761 -9.441248 -7.202320 0.00 0.00 0.00
H -5.717686 3.029578 0.190687 0.00 -0.01 0.00
H 1.949707 2.930794 5.252473 0.00 -0.01 -0.01
O -2.770449 0.936483 -0.364991 -0.02 -0.07 0.05
C -1.305474 5.456559 5.201079 -0.01 0.00 0.02
H -0.756062 2.162815 7.169107 0.00 0.00 0.01
H 11.066786 -10.749005 -7.621938 -0.01 0.02 0.01
H 9.458314 -12.159662 -10.887708 0.00 0.00 0.00
C 0.876417 2.746441 5.138957 0.01 -0.02 0.02
H 8.865639 -10.592106 -11.402693 0.00 0.00 0.00
H -0.000454 4.471278 -0.083804 0.00 0.01 0.00
O 8.749572 -14.581521 -8.145236 -0.04 0.00 0.00
H -1.559698 6.350132 5.781257 0.00 0.00 0.00
H 6.713430 -10.062699 -8.409009 0.00 0.00 0.00
H 2.598715 3.523783 2.636819 -0.01 -0.01 0.00
O 8.753640 -12.276945 -7.883078 -0.02 -0.02 -0.01
H -4.276832 4.248853 4.423641 0.00 0.00 0.00
H -0.316810 0.456679 7.290798 0.00 0.00 0.00
H -2.857484 2.648402 6.155124 0.00 -0.01 0.00
H -1.981766 2.549721 4.611541 -0.01 -0.02 0.02
H -5.512784 -0.342598 -2.158508 0.00 0.00 0.00
N -1.811043 0.869044 5.916604 -0.03 -0.01 -0.02
H -1.330182 -1.126065 5.604684 0.00 0.00 0.00
H 7.700236 -8.644687 -8.766186 0.00 0.00 0.00
H -4.797108 1.282194 -2.092872 0.00 0.00 0.00
C -2.557455 1.973471 5.352155 0.00 -0.02 0.00
H -5.019582 6.073905 -0.494416 0.00 0.00 0.00
C -4.574754 0.216514 -2.119054 0.00 0.00 0.00
H -1.885929 7.907394 3.416242 -0.01 0.00 -0.01
H -4.444732 5.971053 4.746406 0.00 0.00 0.00
N -0.441938 0.036373 4.103494 0.06 0.02 0.00
C -4.117269 5.241750 3.999055 -0.01 0.03 0.01
H -4.761274 5.355274 3.128994 0.01 0.00 0.01
C -1.873468 7.076504 2.703738 0.01 0.00 0.03
H -3.460161 1.599428 4.868647 0.00 -0.01 -0.01
H -4.056741 -0.230873 -4.172631 0.00 0.00 0.00
C -0.558682 0.418060 2.903170 -0.13 -0.01 0.03
Si -2.319353 5.544411 3.649442 0.01 -0.06 -0.04
```
Positions in Å, forces in eV/Å.

These are the Löwdin partial charges, in e, on atoms 1 to 4: H 0.03; C -0.14; C -0.19; N -0.11



The following is a quantum chemistry calculation of a structure of composition C26H40F6IIrN3O4SSbSi, from the Open Molecules 2025 dataset.

* spin multiplicity: 6
* net charge: +1
* lowest unoccupied orbital energy (spin up / spin down): -0.136 / -0.261 Eh
* calculated total energy: -92762.7601 eV
* HOMO-LUMO gap (spin up / spin down): 7.30 / 5.05 eV

The geometry in XYZ format:
```
84
Properties=species:S:1:pos:R:3:forces:R:3
C -2.632709 1.399663 -1.854192 -1.82 -0.87 -0.36
C 1.586050 2.407672 2.713519 0.49 -1.70 1.35
Ir 1.781238 0.064103 1.069752 -2.02 -2.07 0.86
H -4.830771 -1.035011 3.533513 1.18 -0.13 -1.02
N 2.699889 -2.039948 -1.492774 2.10 1.56 2.51
C 1.790912 4.271037 0.717203 1.54 -1.56 -1.06
C -2.238508 -2.337000 3.495929 -0.57 0.07 -0.63
H -1.430461 -3.281146 -4.040667 -0.29 0.37 -0.28
H -1.208070 -3.957883 -0.250331 -0.51 -0.14 -1.22
C -4.160487 -3.414040 2.260320 -0.45 -0.25 0.44
C -2.270500 1.564886 -0.411297 0.89 1.03 0.90
H -3.537823 -4.222065 1.889533 0.02 -0.32 0.09
H -1.762472 -1.495826 -3.762534 -0.71 0.54 -0.66
H -4.572252 -3.686521 3.253663 0.15 0.09 -0.60
H -0.902214 2.528625 0.850394 0.09 0.42 -0.25
C 1.272454 3.718850 2.992546 -0.32 1.90 1.16
H -3.567304 -3.582376 -2.835751 -0.63 0.18 -0.11
S 0.257955 -1.675051 1.156744 0.84 -0.12 -0.23
H -3.728737 3.052025 -0.188221 -0.44 0.50 0.01
H 2.353042 2.658263 -0.584278 0.35 -0.18 -0.74
C -1.357650 -2.403902 -3.392112 1.59 -1.32 0.66
C -3.282525 -2.170323 2.359644 -1.18 -0.29 0.16
H 2.588861 -2.065558 -2.470312 -0.35 -0.09 -1.56
C 1.811274 1.952750 1.362326 0.90 1.69 1.73
N 3.410672 -0.203589 0.044392 1.72 -1.05 -1.39
H -2.915393 -2.543785 4.374496 1.29 0.15 -0.55
O -1.860327 0.391967 0.272246 0.17 -1.02 1.15
H 0.562191 5.166272 4.501518 0.16 1.02 -0.25
C 1.465970 4.673044 1.980053 -1.26 0.78 -0.24
H 5.935220 1.066508 -1.614751 -0.11 0.07 -0.74
H 4.574743 -1.025684 -3.855383 0.87 -0.31 1.06
H -1.614099 -4.867594 -1.805324 0.11 -0.05 0.31
Si -1.657428 -1.207123 0.279793 -0.92 2.07 -1.53
N 4.653041 -0.758441 -1.695236 0.20 -1.26 -1.92
F 2.224593 2.604850 -4.976093 -0.34 -0.46 -0.20
H -1.617182 -1.408613 3.646980 -0.68 -0.92 -0.04
C 0.997990 4.218556 4.311356 0.27 -1.59 -1.54
H -2.789762 2.703560 1.271772 -0.61 0.00 -0.01
H 4.749594 -2.562581 -2.883689 0.22 1.20 0.14
H -3.040111 2.383792 -2.208526 0.89 -0.89 -0.10
H -1.837766 0.924273 -2.442936 -0.11 0.69 0.00
C -3.342696 2.261622 0.431021 -0.03 -0.33 0.56
H -1.584364 -3.193818 3.225386 -0.35 0.44 0.60
H -0.104850 2.021708 -0.609032 -0.75 0.20 -0.39
I 2.828938 -0.294767 3.628229 -0.42 0.43 0.03
H 2.022964 -2.463585 -0.904616 -0.73 0.06 0.44
C 3.550592 -1.085897 -1.013286 0.74 0.83 -1.73
F 1.746756 -1.064130 -3.787990 0.66 1.09 0.08
C -1.186959 -3.955442 -1.382935 0.30 0.84 0.40
C -1.044935 2.484237 -0.240110 0.78 -0.55 0.16
H -3.513902 0.702527 -1.921703 0.66 0.50 0.05
C -1.926675 -2.727354 -2.020881 0.99 0.97 0.31
C 1.672036 2.046655 5.145106 -1.07 0.29 1.49
H -0.093224 -3.930700 -1.628675 -0.91 0.06 -0.10
C 1.840583 1.562901 3.861416 -0.36 0.87 -0.17
F 1.319924 0.147300 -6.057373 0.00 0.43 0.38
H -1.173586 3.479790 -0.670591 -0.01 -0.09 0.06
H 1.285045 5.732194 2.210236 0.08 -0.52 -0.19
H 1.855796 4.950306 -0.099719 0.12 0.66 -0.33
F 2.564061 1.503984 -2.767074 0.67 -0.57 1.30
H -0.278789 -2.201910 -3.265506 -0.38 -0.09 -0.09
H -4.758008 -0.652009 1.838130 -0.62 0.29 -1.36
H -3.890727 -3.262179 -1.115671 0.84 1.29 -1.65
C 5.062603 -1.478185 -2.940227 -0.38 -0.66 -0.05
C -3.418399 -2.795937 -2.086337 -1.21 -3.06 1.29
Sb 1.966847 0.813581 -4.409117 -1.43 -0.19 -1.66
C 2.152691 2.923791 0.426198 -1.86 1.92 0.30
H 1.662634 1.412061 6.075446 0.71 0.49 -1.30
H 1.334080 3.947784 6.305938 -0.62 -1.16 0.09
F 0.226170 1.132941 -3.771588 -0.13 -0.04 0.03
O -2.757895 -2.082307 1.022815 0.42 0.00 0.63
H -3.916857 -1.883527 -2.406146 0.24 0.02 0.15
F 3.686882 0.417232 -5.025174 0.70 -0.30 0.36
H -4.994880 -3.296793 1.537482 0.50 0.18 0.47
C 4.568007 0.677685 0.057439 0.94 -0.63 0.65
H 6.167957 -1.486877 -2.951848 -0.62 0.26 -0.33
O -1.646685 -1.506324 -1.302287 0.92 -0.60 0.83
O 4.843719 1.447716 0.936340 -0.83 -0.16 -0.51
H -3.387516 -0.135195 2.864486 -0.88 -0.07 -0.22
H -4.176226 1.667578 0.862407 0.58 0.04 -0.68
C 5.533187 0.233996 -1.068842 -2.42 -1.15 1.71
C -4.133098 -0.932967 2.632827 0.90 0.33 2.52
C 1.238346 3.398943 5.356611 1.14 -0.43 0.74
H 6.299314 -0.343266 -0.544066 0.36 0.35 -0.14
```
Positions in Å, forces in eV/Å.

These are the Löwdin partial charges, in e, on atoms 1 to 4: C -0.02; C -0.24; Ir 1.04; H 0.12



The following is a quantum chemistry calculation of a structure of composition C2H3N3O, from the Open Molecules 2025 dataset.

* spin multiplicity: 1
* energy relative to the best compared isomer or geometry (same formula, charge and spin): 76.17 kcal per mole
* net charge: 0
* lowest unoccupied orbital energy: 0.020 Eh
* calculated total energy: -8637.1916 eV
* HOMO-LUMO gap: 10.20 eV

The geometry in XYZ format:
```
9
Properties=species:S:1:pos:R:3:forces:R:3
H -2.779497 0.822073 -0.228609 3.67 -3.24 1.55
C 1.433285 0.468831 -0.075600 3.88 3.27 4.09
H -2.263442 -0.968228 -0.130121 0.42 1.96 0.65
H 2.553380 0.856873 0.275468 -3.29 -0.50 -1.52
C -0.592140 0.189114 -0.147690 -0.53 1.60 2.20
N 1.310186 -0.788509 0.142041 2.52 0.02 -1.81
N 0.247730 1.268130 -0.000231 -0.81 -4.67 -2.09
N -1.970299 0.006522 0.200841 -2.12 1.85 -3.22
O 0.041171 -1.007673 -0.121944 -3.76 -0.30 0.15
```
Positions in Å, forces in eV/Å.

These are the Löwdin partial charges, in e, on atoms 1 to 4: H 0.21; C -0.24; H 0.11; H 0.17



The following is a quantum chemistry calculation of a cluster of 2 separate species, C2H7NO2 in total, from the Open Molecules 2025 dataset.

* spin multiplicity: 1
* energy relative to the best compared isomer or geometry (same formula, charge and spin): 38.87 kcal per mole
* net charge: 0
* SMILES string: CNC=O.O
* lowest unoccupied orbital energy: 0.025 Eh
* calculated total energy: -7771.8402 eV
* HOMO-LUMO gap: 10.38 eV

The geometry in XYZ format:
```
12
Properties=species:S:1:pos:R:3:forces:R:3
N 0.409779 1.753262 -1.345828 0.65 -0.77 0.22
H -1.385133 2.964801 -1.097541 0.79 -0.46 -0.21
C -0.655475 2.317426 -0.568970 -1.23 -0.18 1.16
C 1.230090 0.722899 -0.800313 -2.28 0.34 -2.81
H -1.198271 -4.580158 2.132193 -0.02 0.22 -0.01
O 2.398695 0.649589 -1.023160 0.84 -0.13 0.47
O -0.693992 -5.339168 2.425325 0.26 -0.23 0.16
H 0.084916 -4.992398 2.879349 -0.24 0.01 -0.15
H -0.254233 2.915783 0.273212 -0.34 -0.22 -0.27
H -1.292882 1.489370 -0.137028 0.73 0.73 -0.29
H 0.797881 2.253753 -2.132767 0.27 0.31 0.51
H 0.558628 -0.155162 -0.604467 0.57 0.39 1.22
```
Positions in Å, forces in eV/Å.

These are the Löwdin partial charges, in e, on atoms 1 to 4: N -0.07; H 0.08; C -0.14; C -0.36



no.,strongest force on any atom (eV/Å)
1,0.18
2,3.63
3,6.52
4,3.63